The following is a DFT calculation (wB97M-V/def2-TZVPD) of a cluster of 14 separate species, C38H111N7O14 in total in a non-equilibrium geometry.

Structure (XYZ):
```
170
Properties=species:S:1:pos:R:3:forces:R:3:mulliken_charge:R:1
C 2.62398 -3.65681 3.03783 -0.59 -1.27 -0.48 -1.884
C 1.14171 -3.21496 2.96295 1.36 0.14 1.30 2.136
C 0.15373 -4.39401 3.28035 -0.15 1.30 -0.34 -1.155
O -1.21371 -3.95043 3.20856 0.34 0.08 -0.38 -0.175
C -2.13350 -5.02097 3.32878 -0.49 0.76 0.06 -0.970
N 1.09367 -2.06995 3.89751 -1.40 -1.16 0.06 -0.884
H 2.74045 -4.52193 2.38505 0.40 0.04 -0.40 0.392
H 2.94507 -4.03144 4.00976 -0.45 0.24 0.32 0.421
H 3.33378 -2.87394 2.77064 -0.28 0.11 -0.26 0.174
H 0.93339 -2.85840 1.95420 -0.14 -0.25 -0.35 -0.430
H 0.25453 -4.85412 4.26333 0.65 -0.02 0.06 0.537
H 0.27879 -5.11251 2.47028 0.30 -0.41 0.09 0.398
H -3.10662 -4.62152 3.04316 -0.04 0.05 -0.10 0.285
H -2.25037 -5.34208 4.36383 0.32 -0.26 0.13 0.298
H -1.92420 -5.86361 2.66980 0.32 -0.11 0.00 0.393
H 0.12694 -1.78489 3.83210 0.04 0.57 0.41 0.134
H 1.66068 -1.31077 3.54788 -0.01 0.21 -0.27 0.330
C -0.76450 -4.18328 -0.43398 0.36 0.16 0.40 -1.381
C -1.60275 -2.95189 -0.70585 -0.96 -1.37 -1.07 1.133
C -3.06365 -3.36488 -0.90868 0.35 0.26 -2.34 -0.992
O -3.91828 -2.24960 -1.16833 -0.56 0.50 -0.17 -0.258
C -3.83006 -1.62769 -2.47278 0.85 -0.93 0.23 -0.513
N -1.54311 -2.02926 0.37074 0.02 0.30 1.36 0.374
H -0.70522 -4.96424 -1.19205 -0.12 0.43 -0.41 0.601
H -1.15245 -4.69518 0.44668 0.16 0.10 0.36 0.052
H 0.22876 -3.77251 -0.25281 0.28 -0.53 0.21 0.204
H -1.18662 -2.46655 -1.58867 -0.31 -0.04 -0.42 -0.199
H -3.52499 -3.97385 -0.13124 0.27 0.38 0.46 0.161
H -3.01990 -4.00601 -1.78910 -0.41 -0.28 -0.36 0.395
H -4.51180 -0.78485 -2.58660 0.00 -0.16 0.52 0.298
H -4.02860 -2.33761 -3.27570 -0.29 -0.34 0.06 0.430
H -2.80989 -1.29094 -2.65712 0.07 0.30 0.10 -0.008
H -2.49188 -1.69513 0.46167 -0.18 1.01 -0.04 0.022
H -1.49469 -2.62301 1.18635 0.55 0.05 0.85 -0.610
C -6.33419 0.26722 0.98349 0.33 -0.12 -0.03 -1.087
C -5.69724 1.33779 0.05178 -1.26 0.74 0.71 0.145
C -5.78294 2.74771 0.73496 2.26 -0.38 0.93 -0.491
O -6.90497 3.02479 1.48742 -1.63 0.14 0.72 -0.380
C -8.03033 3.41407 0.75181 -0.33 -0.08 -0.79 -0.736
N -4.34154 0.96208 -0.34979 -0.50 -0.69 -0.05 0.024
H -7.27068 0.49479 1.49270 -0.15 0.36 -0.48 0.359
H -5.66468 0.02129 1.80773 0.41 0.24 0.05 0.073
H -6.44111 -0.67674 0.44908 -0.16 0.00 -0.22 0.358
H -6.28358 1.46835 -0.85777 -0.12 -0.55 -0.23 0.572
H -5.51325 3.64470 0.17751 0.00 -0.35 -1.01 0.569
H -5.02346 2.73712 1.51675 0.52 -0.18 0.08 -0.224
H -8.91230 3.51734 1.38392 0.20 -0.38 0.21 0.295
H -8.20761 2.70620 -0.05786 -0.40 -0.33 0.04 0.300
H -7.94637 4.36851 0.23211 0.57 0.42 0.11 0.299
H -3.74022 0.74762 0.43284 0.29 1.01 1.11 -0.518
H -4.38847 -0.01623 -0.59637 -0.49 -0.34 -1.05 0.217
C -2.36399 -0.77903 3.51390 0.11 0.68 1.17 -1.807
C -2.76786 0.67320 3.20796 -1.32 0.57 0.36 1.103
C -2.32893 1.71715 4.29605 0.59 -1.57 -0.39 -1.225
O -2.82988 3.02200 4.08155 -0.92 -0.35 -0.55 -0.395
C -2.50335 3.98320 5.05837 1.26 -1.04 1.14 -1.066
N -2.40650 0.98055 1.85115 0.50 -0.35 -0.16 0.896
H -1.29110 -0.81821 3.70220 -0.03 -0.14 -0.33 0.068
H -2.67993 -1.52992 2.78971 0.17 0.48 -0.30 0.244
H -2.82797 -1.10493 4.44482 -0.02 0.09 0.20 0.600
H -3.85411 0.69038 3.29675 -0.38 0.08 -0.30 0.101
H -1.23943 1.68436 4.29036 0.40 0.46 0.19 0.370
H -2.65113 1.25700 5.23015 -0.21 0.46 0.47 0.549
H -2.81479 5.00878 4.86012 -0.28 -0.41 -0.53 0.301
H -1.42442 3.94503 5.20850 0.44 0.47 -0.27 0.393
H -2.83582 3.66254 6.04566 -0.71 0.09 0.10 0.348
H -1.42598 0.77238 1.72732 0.27 -0.06 -0.35 -0.681
H -2.52466 1.94175 1.56437 -0.09 0.24 0.18 -0.037
C 8.11933 -6.44563 2.36347 -0.92 0.39 -0.96 -1.443
C 7.47797 -5.15856 2.84070 0.64 0.62 -0.79 0.556
C 6.24872 -4.58075 2.07134 0.57 -0.47 -0.50 -0.430
O 6.68820 -4.14191 0.80002 0.60 0.38 -0.46 -0.402
C 5.75864 -3.40263 0.02460 0.31 -0.50 -0.05 -0.599
N 7.14789 -5.29721 4.22354 -0.97 0.73 1.15 -0.739
H 9.15008 -6.49424 2.71463 -0.16 -0.28 0.15 0.364
H 8.12807 -6.39569 1.27465 0.22 -0.31 -0.12 0.299
H 7.49330 -7.27812 2.68463 0.32 -0.22 0.03 0.380
H 8.25907 -4.40999 2.70794 0.05 0.50 -0.21 0.242
H 5.82765 -3.71062 2.57500 -0.02 0.01 0.56 0.170
H 5.45861 -5.31956 1.93724 -0.20 -0.25 0.19 0.282
H 6.24704 -3.01283 -0.86850 0.39 -0.31 0.03 0.312
H 5.37296 -2.50981 0.51675 -0.30 -0.13 0.51 0.154
H 4.97521 -4.07837 -0.31850 -0.46 0.19 0.10 0.348
H 7.95886 -5.31830 4.82518 0.41 -0.46 -0.17 0.270
H 6.75487 -4.39805 4.46257 -0.53 0.13 0.53 0.239
C 0.15534 3.40113 1.86341 1.08 0.47 0.09 -0.058
C -0.76049 4.61712 1.81541 -0.11 -0.68 0.72 0.355
C -0.40839 5.75921 0.84787 -0.22 -0.11 -0.63 -0.319
O -1.39961 6.78001 0.90280 -0.19 -0.30 0.01 -0.408
C -1.18839 7.86723 0.00239 0.15 -0.41 1.05 -0.747
N -2.09277 4.09505 1.57847 -0.92 1.12 -0.92 -0.124
H 0.39133 3.00275 0.87664 -0.04 0.04 -0.14 -0.558
H -0.25311 2.57346 2.44325 -0.39 0.24 -0.06 -0.437
H 1.08173 3.63489 2.38806 0.30 0.07 -0.26 0.646
H -0.81690 5.02747 2.82365 0.66 0.52 0.24 0.358
H -0.36514 5.46046 -0.19949 -0.06 -0.76 -0.21 -0.277
H 0.58644 6.16486 1.03184 0.21 0.14 0.52 0.659
H -2.00352 8.55477 0.22811 0.35 0.24 -0.07 0.260
H -1.20483 7.65425 -1.06647 -0.16 -0.65 -0.08 0.203
H -0.19637 8.25308 0.23718 0.00 0.64 -0.09 0.357
H -2.63669 4.94609 1.57864 -0.79 0.19 -0.62 0.296
H -2.45280 3.65059 2.41089 0.38 -0.26 0.30 -0.105
C -2.19175 1.73800 -3.10084 -0.38 0.82 0.53 -1.283
C -1.88553 3.02430 -2.26276 1.36 -0.54 -0.58 1.986
C -1.61571 4.27461 -3.17244 -0.63 0.32 1.36 -0.751
O -0.54329 4.08953 -4.04886 2.00 0.66 -0.22 -0.214
C 0.24131 5.32595 -4.33400 -2.29 -1.34 -1.31 -0.925
N -2.86523 3.27368 -1.22857 -0.57 0.38 -0.56 -0.262
H -1.44077 1.41685 -3.82263 0.19 0.67 -0.15 0.240
H -3.13747 1.92963 -3.60778 -0.15 -0.42 -0.15 0.567
H -2.27605 0.88207 -2.43123 -0.40 0.14 0.21 -0.105
H -0.94604 2.77327 -1.77036 0.66 0.29 -0.04 -0.704
H -1.42962 5.17650 -2.58930 0.36 -0.15 0.90 0.151
H -2.54118 4.61550 -3.63654 -0.37 -0.58 -0.82 0.345
H 0.84157 5.09446 -5.21389 0.31 -0.21 0.35 0.237
H 0.82474 5.82738 -3.56181 -0.21 -0.59 0.47 0.252
H -0.53987 5.97510 -4.72956 0.22 0.73 0.20 0.462
H -2.46927 3.52072 -0.33286 0.57 0.62 -0.03 0.038
H -3.35669 2.43068 -0.96798 -0.39 -0.42 -0.65 0.294
C 0.72788 0.35999 -0.99297 0.96 0.73 0.61 0.001
O 0.22626 0.11218 0.32412 0.75 0.89 -1.13 1.744
H 1.53111 -0.32162 -1.27289 -0.55 -0.90 -0.29 0.409
H -0.06342 0.49344 -1.73061 0.08 -0.26 -0.07 -0.323
H 1.33174 1.26711 -0.96885 -0.45 0.65 0.16 -0.609
H -0.35538 -0.64412 0.21776 -0.79 -1.00 0.58 -0.561
C 1.29106 0.07557 -4.99402 -0.70 0.61 1.20 -0.127
O 1.01278 -0.56454 -6.20857 0.02 -0.71 -0.43 -0.561
H 0.71201 -0.40746 -4.20694 -0.14 -0.40 -0.11 -0.209
H 2.31547 0.03128 -4.62428 0.21 0.15 -0.60 0.374
H 0.88440 1.08685 -4.98744 0.41 0.31 -0.11 0.321
H 1.39655 -0.10380 -6.95827 0.10 0.10 0.12 0.272
C 2.18848 -4.21952 -2.67551 1.23 0.17 0.60 -0.630
O 1.77866 -2.88499 -2.81841 -0.05 0.28 -0.08 -0.069
H 2.73374 -4.23356 -1.73179 -0.69 -0.53 0.55 0.129
H 1.36183 -4.92276 -2.77641 0.13 -0.17 0.28 0.176
H 3.01368 -4.48972 -3.33440 -0.25 -0.05 -0.77 0.335
H 1.48212 -2.83327 -3.73000 -0.43 0.24 -0.48 0.217
C 4.32131 -0.33003 -2.46351 -0.71 0.84 0.59 0.860
O 5.34272 0.54725 -2.89776 0.69 -0.40 -0.66 -0.569
H 4.63958 -1.20992 -1.90439 0.25 0.07 -0.01 -0.242
H 3.73103 0.33085 -1.82876 -0.57 -0.59 0.43 -0.142
H 3.66437 -0.66816 -3.26487 0.39 0.01 -0.23 -0.190
H 6.16421 0.33074 -2.45068 -0.02 -0.01 -0.04 0.320
C 4.04759 1.39735 0.96829 -0.14 -1.06 0.06 -1.015
C 3.36519 0.20448 1.69858 -0.74 2.09 0.21 0.214
O 2.07463 0.63070 2.25543 1.82 -0.59 0.08 -0.615
H 4.36189 2.23894 1.58557 -0.28 -0.18 0.19 0.376
H 3.38199 1.75676 0.18350 -0.01 0.16 0.02 -0.006
H 4.93241 0.99571 0.47445 0.21 0.11 -0.15 0.348
H 3.98269 -0.12570 2.53392 -0.12 -0.17 -0.02 0.433
H 3.22603 -0.58948 0.96485 -0.09 -0.29 0.10 -0.061
H 1.48825 0.70644 1.49910 -0.59 -0.23 -0.18 -0.170
C 2.93338 3.51901 -2.55090 -1.34 -0.79 0.19 -0.625
C 2.55116 4.45257 -1.41477 1.19 -0.04 -0.36 0.355
O 3.74302 4.54381 -0.66393 0.64 0.21 1.78 -0.591
H 3.67280 3.96076 -3.21889 -0.20 -0.13 -0.09 0.523
H 2.06766 3.07537 -3.04263 -0.23 0.65 -0.72 -0.049
H 3.32339 2.61064 -2.09173 0.66 0.23 0.17 0.059
H 1.80322 4.04259 -0.73609 -0.07 -0.12 -0.16 -0.397
H 2.25727 5.46824 -1.67964 -0.39 -0.08 -0.45 0.455
H 4.40306 5.14140 -1.02285 -0.32 0.05 -0.35 0.299
C -1.23911 -4.47250 -4.49694 -0.12 -0.11 0.40 -0.643
C -0.82101 -3.19701 -5.20544 -1.76 -0.49 0.55 0.167
O 0.53784 -3.20833 -5.35340 1.87 -0.19 -0.44 -0.684
H -2.31859 -4.62283 -4.48219 -0.08 0.33 0.20 0.374
H -0.84552 -4.38810 -3.48399 -0.26 -0.15 0.23 -0.298
H -0.84472 -5.41316 -4.88130 0.33 0.29 -0.51 0.388
H -1.06366 -2.34606 -4.56897 -0.57 0.18 0.19 -0.097
H -1.34891 -3.05015 -6.14770 0.01 -0.12 -0.26 0.431
H 0.73855 -2.36565 -5.76715 0.63 0.44 -0.47 0.221
```
Forces are in eV/Å.

- Frontier orbital gap: 8.47 eV
- LUMO energy: 0.0180 Ha
- Relative energy (zero: lowest compared OMol25 entry of this formula, charge and spin): 31.88 kcal/mol

The following is a DFT calculation (wB97M-V/def2-TZVPD) of a structure of composition C33H54F6N4O4P3S4Sc.

Structure (XYZ):
```
109
Properties=species:S:1:pos:R:3:forces:R:3:mulliken_charge:R:1
Sc -0.64593 -0.18854 -0.52843 -0.50 -0.23 -0.10 -0.503
C -1.04303 -5.46261 -0.58242 0.01 0.00 0.00 -0.749
N -1.35836 -4.60720 0.56251 0.00 -0.05 -0.01 0.361
C -2.07498 -5.00257 1.67684 0.01 -0.04 -0.05 -0.895
C -2.10906 -3.96267 2.52224 -0.03 0.05 0.01 -0.593
N -1.40340 -2.91758 1.91773 -0.03 0.02 0.06 1.025
C -0.93434 -3.34240 0.71461 0.01 -0.05 -0.02 -0.972
S 0.11590 -2.59756 -0.39797 0.07 0.04 -0.03 0.272
C -1.21759 -1.65396 2.53524 0.02 0.00 -0.02 -0.424
C -1.22125 -1.60870 3.92021 0.00 -0.01 0.06 -0.833
C -1.14510 -0.38334 4.55954 0.00 -0.02 0.01 -1.363
C -1.05410 0.76121 3.78901 0.01 0.02 -0.01 -1.205
C -1.00869 0.61060 2.42000 -0.01 0.00 -0.01 -0.580
N -1.08269 -0.56215 1.77244 0.03 -0.04 0.10 1.803
H -1.81941 -6.21754 -0.66951 0.00 0.00 0.01 0.330
H -0.07640 -5.94180 -0.43691 0.00 0.01 0.01 0.308
H -1.00914 -4.85699 -1.48511 -0.02 0.01 0.00 0.327
H -2.50847 -5.98441 1.75736 0.01 0.02 0.00 0.536
H -2.61385 -3.85112 3.46358 0.01 0.00 -0.01 0.468
H -1.25614 -2.52193 4.49480 0.00 0.00 0.00 0.693
H -1.14372 -0.33533 5.64046 0.00 0.00 -0.01 0.514
H -0.97971 1.75196 4.21753 -0.01 -0.02 0.01 0.493
H -0.88915 1.48275 1.79959 -0.03 -0.03 0.01 -0.044
F -1.87599 -0.81267 -6.11525 0.00 0.01 -0.03 -0.188
C -2.41357 -1.05043 -4.93944 0.04 0.03 0.03 0.372
F -3.14462 -0.00495 -4.55467 0.02 0.00 -0.02 -0.199
F -3.18902 -2.11864 -4.99479 -0.07 -0.02 0.00 -0.200
S -1.06534 -1.39230 -3.69638 0.23 0.00 0.03 1.598
O -1.60105 -0.85003 -2.42855 0.05 0.09 0.04 -0.315
O -0.85358 -2.79447 -3.75575 0.00 -0.01 0.06 -0.712
N 0.16415 -0.56607 -4.20327 -0.18 -0.04 -0.07 -0.599
S 0.80190 0.66383 -3.50409 0.09 0.01 0.02 1.022
O 2.19225 0.78422 -3.74536 -0.05 0.01 -0.01 -0.629
O 0.37498 0.80328 -2.08844 0.01 -0.02 0.02 0.360
C 0.02322 2.11402 -4.33248 -0.06 -0.04 0.06 0.416
F 0.38638 2.13696 -5.59250 -0.01 0.00 -0.07 -0.196
F 0.39364 3.23036 -3.72369 -0.01 0.02 0.00 -0.159
F -1.30940 1.98982 -4.24952 0.06 0.03 -0.01 -0.164
C -3.21159 2.51016 1.01695 0.00 0.02 0.02 -1.377
P -2.46199 1.93770 -0.54559 0.11 0.14 -0.02 1.570
C -2.00560 3.49628 -1.36594 0.00 0.03 0.01 -1.264
C -3.91153 1.36447 -1.50311 0.05 -0.07 -0.01 -0.421
C -4.62343 0.22887 -0.76905 0.01 0.04 -0.01 -1.302
P -3.49009 -1.15210 -0.29249 0.03 0.04 -0.06 1.878
C -3.89768 -2.46253 -1.49805 0.00 0.01 -0.02 -1.395
C -4.34139 -1.75113 1.21205 0.03 0.01 0.05 -1.666
H -4.07558 3.14098 0.80052 0.00 -0.01 -0.01 0.608
H -2.48657 3.10061 1.57998 -0.02 -0.02 0.00 0.238
H -3.52957 1.67334 1.63925 0.01 0.01 0.00 0.204
H -2.79299 4.23834 -1.22719 -0.01 -0.01 0.01 0.586
H -1.87818 3.32388 -2.43128 0.00 0.00 -0.01 0.291
H -1.07071 3.89286 -0.97109 0.00 0.00 -0.01 0.221
H -3.54703 1.03951 -2.47878 -0.02 0.00 0.00 -0.087
H -4.58449 2.20894 -1.66750 -0.01 0.01 0.01 0.830
H -5.44624 -0.16774 -1.36719 0.01 -0.02 -0.01 0.651
H -5.06874 0.60711 0.15373 -0.01 0.00 0.00 0.456
H -4.85529 -2.92451 -1.25622 0.00 -0.01 0.02 0.568
H -3.11319 -3.22021 -1.51690 -0.02 -0.01 0.01 0.110
H -3.96619 -2.03434 -2.49634 0.00 0.00 0.01 0.293
H -5.42267 -1.72362 1.06882 0.00 0.01 -0.02 0.634
H -4.08919 -1.12980 2.07457 -0.01 -0.02 -0.01 0.265
H -4.05890 -2.78147 1.42481 0.00 0.02 -0.01 0.413
C 2.23266 3.25861 -0.95526 0.02 0.00 0.02 -1.468
C 3.12815 2.30598 -0.14711 0.00 0.03 0.04 2.188
C 3.91715 1.40006 -1.09769 -0.01 0.01 -0.02 -2.093
C 4.10377 3.19161 0.63773 0.01 -0.02 0.00 -1.772
P 2.00627 1.23666 0.94257 0.08 0.04 -0.05 1.863
C 1.45550 2.49639 2.16997 -0.05 0.00 -0.04 0.708
C 1.97749 2.70579 3.44514 0.01 0.02 0.01 -0.696
C 1.49033 3.72066 4.26182 0.02 -0.01 0.01 -0.945
C 0.47618 4.55657 3.82129 -0.01 0.00 0.01 -1.025
C -0.05501 4.36856 2.55164 0.00 0.01 -0.03 -0.624
C 0.42831 3.34765 1.74825 0.09 0.03 0.05 -0.017
C 3.05856 -0.03283 1.85871 -0.01 -0.02 0.01 1.986
C 2.22109 -0.59064 3.01832 0.03 -0.02 0.00 -2.060
C 3.31658 -1.21360 0.91102 -0.01 0.00 0.03 -2.140
C 4.42227 0.44373 2.37493 -0.01 -0.01 -0.01 -2.069
H 2.82667 3.68471 -1.76713 -0.02 -0.01 0.01 0.710
H 1.88709 4.09026 -0.34126 -0.02 0.01 0.02 0.358
H 1.37090 2.76432 -1.39471 -0.02 -0.02 -0.02 -0.370
H 4.36810 2.01546 -1.87950 -0.01 -0.01 0.01 0.541
H 3.29932 0.64995 -1.59015 0.01 0.01 0.01 0.290
H 4.72955 0.89299 -0.57893 -0.01 -0.01 -0.01 0.395
H 4.59269 3.86153 -0.07442 0.00 -0.01 0.00 0.548
H 4.88587 2.62811 1.13762 -0.01 0.02 -0.01 0.299
H 3.59428 3.81551 1.37245 -0.01 0.01 0.00 0.301
H 2.77722 2.09028 3.82503 0.03 -0.01 -0.01 0.264
H 1.92077 3.86346 5.24480 -0.01 0.00 -0.01 0.489
H 0.10900 5.35277 4.45538 0.01 -0.01 -0.01 0.417
H -0.83633 5.02455 2.18586 0.01 0.00 0.01 0.566
H 0.00316 3.20349 0.76048 0.00 0.01 -0.04 -0.260
H 1.29781 -1.03294 2.64143 -0.01 0.01 0.02 0.246
H 1.97266 0.14538 3.78054 0.00 0.00 -0.01 0.406
H 2.78831 -1.39134 3.50045 -0.01 0.02 -0.01 0.632
H 2.38412 -1.69154 0.61564 -0.01 -0.01 -0.01 0.114
H 3.91685 -1.95662 1.44410 -0.01 0.01 0.00 0.612
H 3.85484 -0.93969 0.00876 0.02 0.02 0.00 0.270
H 4.39352 1.36650 2.94757 -0.01 0.01 0.03 0.267
H 5.12594 0.58155 1.55590 0.00 0.00 0.01 0.429
H 4.83263 -0.33706 3.02020 0.00 0.00 0.00 0.561
C 2.95594 -3.86373 -1.94306 -0.02 -0.02 0.08 -1.152
S 2.65848 -2.16450 -2.45835 0.16 0.04 -0.02 0.638
C 3.08256 -2.33269 -4.20185 -0.06 0.01 -0.04 -1.236
H 3.99667 -4.13355 -2.11489 -0.01 0.00 -0.01 0.463
H 2.30362 -4.55138 -2.48200 -0.01 0.01 0.00 0.340
H 2.74899 -3.93202 -0.87544 0.02 -0.01 -0.02 0.252
H 2.43970 -3.06802 -4.68375 -0.01 0.00 0.01 0.327
H 4.12608 -2.62383 -4.30372 0.00 -0.01 0.01 0.476
H 2.93712 -1.36377 -4.67154 0.02 -0.02 0.00 0.289
```
Forces are in eV/Å.

- Frontier orbital gap: 7.01 eV
- Charge: +2
- LUMO energy: -0.2048 Ha
- Relative energy (zero: lowest compared OMol25 entry of this formula, charge and spin): 5.77 kcal/mol